1.
Here is 2 unconnected molecules or ions with the total composition C10H22Cl2N3O from the Open Molecules 2025 dataset. Energies are from wB97M-V/def2-TZVPD.

Highest occupied orbital energy   -12.306 eV
Charge   +1

Geometry (Å):
C (2.244, -2.909, 0.692)
C (2.858, -1.900, 1.305)
N (2.769, -0.486, 0.853)
C (2.852, -0.373, -0.628)
C (2.643, 1.080, -1.003)
O (1.306, 1.397, -0.736)
C (0.994, 1.422, 0.643)
N (1.618, 2.643, 1.208)
C (-0.515, 1.609, 0.753)
C (-1.382, 0.354, 0.688)
N (-1.134, -0.478, -0.505)
C (1.500, 0.161, 1.413)
H (1.489, -2.736, -0.065)
H (2.474, -3.939, 0.912)
H (3.449, -2.062, 2.195)
H (3.595, -0.042, 1.248)
H (2.032, -0.919, -1.082)
H (3.778, -0.795, -1.006)
H (3.339, 1.732, -0.465)
H (2.847, 1.210, -2.060)
H (1.164, 2.851, 2.091)
H (2.586, 2.473, 1.464)
H (-0.805, 2.281, -0.052)
H (-0.759, 2.127, 1.679)
H (-1.282, -0.218, 1.614)
H (-2.416, 0.688, 0.643)
H (-0.208, -0.333, -0.885)
H (-1.159, -1.447, -0.215)
H (0.770, -0.630, 1.522)
H (1.759, 0.491, 2.415)
Cl (-5.550, -2.196, -2.648)
C (-4.435, -0.840, -2.341)
C (-4.930, 0.068, -1.245)
Cl (-6.380, 0.982, -1.724)
H (-4.302, -0.299, -3.273)
H (-3.479, -1.271, -2.049)
H (-4.157, 0.798, -1.009)
H (-5.172, -0.494, -0.346)

Mulliken atomic charge list, values in e, 6 entries:
1. C -0.661
2. C -0.249
3. N 0.295
4. C -0.497
5. C -0.698
6. O -0.414

2.
Here is a molecular structure, C11H11F6N7O6OsS4Se from the Open Molecules 2025 dataset. Energies are from wB97M-V/def2-TZVPD.

Highest occupied orbital energy   -15.076 eV
Charge   +2

Geometry (Å):
Os (0.132, -0.186, 0.296)
F (-0.071, 3.919, 3.240)
C (-0.349, 2.811, 3.893)
F (0.733, 2.320, 4.465)
F (-1.302, 3.002, 4.771)
S (-0.952, 1.583, 2.633)
O (0.314, 1.232, 1.897)
O (-1.969, 2.133, 1.799)
N (-1.372, 0.383, 3.545)
S (-1.779, -0.972, 2.897)
O (-3.146, -1.171, 2.574)
O (-0.848, -1.315, 1.762)
C (-1.245, -2.180, 4.197)
F (-1.469, -3.391, 3.725)
F (-1.929, -1.961, 5.290)
F (0.054, -2.007, 4.408)
N (1.843, -0.814, 1.383)
N (3.015, -0.416, 0.722)
C (2.888, -0.141, -0.618)
O (3.786, 0.180, -1.340)
O (1.640, -0.374, -1.051)
H (1.773, -0.343, 2.286)
H (1.853, -1.823, 1.549)
H (3.861, -0.241, 1.242)
S (0.148, 1.980, -0.727)
C (0.914, 2.249, -2.235)
N (1.566, 1.468, -3.045)
C (2.023, 2.054, -4.310)
C (1.995, 3.567, -4.115)
S (0.757, 3.880, -2.808)
H (1.816, 0.533, -2.748)
H (1.351, 1.734, -5.107)
H (3.028, 1.698, -4.524)
H (1.684, 4.093, -5.013)
H (2.952, 3.960, -3.778)
Se (-3.744, 0.230, -0.393)
N (-4.097, -1.268, -1.215)
C (-2.963, -1.930, -1.436)
C (-2.715, -3.213, -2.008)
C (-1.419, -3.656, -2.015)
C (-0.352, -2.898, -1.453)
N (-0.558, -1.698, -0.955)
C (-1.827, -1.237, -0.990)
N (-1.975, -0.048, -0.434)
H (-3.524, -3.811, -2.407)
H (-1.178, -4.624, -2.430)
H (0.656, -3.292, -1.420)

Mulliken atomic charge list, values in e, 6 entries:
1. Os 2.554
2. F -0.156
3. C 0.514
4. F -0.175
5. F -0.155
6. S 1.059

3.
Here is C19H15ClFN3O2S in the gas phase from the Open Molecules 2025 dataset. Energies are from wB97M-V/def2-TZVPD.

Highest occupied orbital energy   -8.484 eV
Charge   0
SMILES   N#CC1=C2SCN(Cc3ccco3)CN2C(=O)C[C@@H]1c1c(F)cccc1Cl

Geometry (Å):
N (-2.429, -2.113, -2.230)
C (-1.948, -1.235, -1.665)
C (-1.423, -0.132, -0.981)
C (-0.095, 0.131, -0.962)
S (1.006, -1.081, -1.615)
C (2.592, -0.093, -1.758)
N (2.753, 0.854, -0.728)
C (3.056, 0.291, 0.588)
C (4.382, -0.388, 0.582)
C (4.722, -1.705, 0.460)
C (6.137, -1.754, 0.499)
C (6.547, -0.465, 0.638)
O (5.495, 0.366, 0.689)
C (1.699, 1.821, -0.726)
N (0.396, 1.272, -0.340)
C (-0.326, 1.952, 0.617)
O (0.117, 2.947, 1.143)
C (-1.662, 1.349, 0.972)
C (-2.378, 0.796, -0.263)
C (-3.660, 0.096, 0.111)
C (-4.888, 0.636, -0.261)
F (-4.900, 1.797, -0.947)
C (-6.099, 0.044, 0.038)
C (-6.101, -1.147, 0.741)
C (-4.906, -1.719, 1.135)
C (-3.705, -1.102, 0.823)
Cl (-2.248, -1.878, 1.338)
H (2.563, 0.398, -2.731)
H (3.382, -0.841, -1.737)
H (2.289, -0.431, 0.903)
H (3.077, 1.122, 1.296)
H (4.051, -2.535, 0.365)
H (6.753, -2.626, 0.433)
H (7.523, -0.028, 0.714)
H (1.621, 2.251, -1.733)
H (1.917, 2.619, -0.011)
H (-1.483, 0.545, 1.692)
H (-2.262, 2.117, 1.462)
H (-2.626, 1.631, -0.932)
H (-7.013, 0.516, -0.284)
H (-7.034, -1.631, 0.982)
H (-4.897, -2.649, 1.682)

Mulliken atomic charge list, values in e, 6 entries:
1. N -0.595
2. C -0.996
3. C -0.072
4. C 1.107
5. S -0.129
6. C -0.603

4.
Here is a molecular structure, C40H46BBrCoN4O2 from the Open Molecules 2025 dataset. Energies are from wB97M-V/def2-TZVPD.

Energy relative to the best compared isomer or geometry (same formula, charge and spin)   0.00 kcal/mol
Spin multiplicity   2
<S²>   0.769
Highest occupied orbital energy (alpha / beta)   -0.925 / -1.222 eV
Charge   -2

Geometry (Å):
Co (-0.887, -1.001, 0.691)
O (-2.466, 0.030, 0.295)
C (-3.457, 0.305, 1.054)
C (-4.507, 1.129, 0.536)
C (-5.612, 1.468, 1.275)
C (-5.756, 1.022, 2.598)
C (-4.746, 0.246, 3.134)
C (-3.601, -0.114, 2.419)
C (-2.568, -0.848, 3.135)
N (-1.462, -1.190, 2.616)
N (-0.550, -1.837, 3.446)
C (0.489, -2.148, 2.704)
O (0.660, -1.890, 1.482)
C (1.598, -2.910, 3.389)
C (2.593, -3.480, 2.613)
C (3.615, -4.217, 3.205)
C (3.651, -4.381, 4.582)
C (2.656, -3.806, 5.363)
C (1.633, -3.075, 4.767)
H (-4.391, 1.484, -0.480)
H (-6.382, 2.089, 0.827)
H (-6.625, 1.284, 3.187)
H (-4.825, -0.100, 4.162)
H (-2.733, -1.086, 4.192)
H (2.539, -3.343, 1.539)
H (4.383, -4.667, 2.587)
H (4.447, -4.953, 5.044)
H (2.679, -3.924, 6.440)
H (0.844, -2.622, 5.354)
C (-3.865, -1.216, -2.481)
C (-2.709, -0.304, -2.886)
C (-3.160, 0.742, -3.913)
C (-1.530, -1.087, -3.429)
C (-1.735, -2.092, -4.367)
C (-0.676, -2.799, -4.911)
C (0.617, -2.494, -4.521)
C (0.861, -1.488, -3.592)
C (2.288, -1.193, -3.176)
C (3.123, -0.668, -4.347)
C (2.940, -2.421, -2.533)
C (-0.219, -0.784, -3.046)
N (0.040, 0.259, -2.107)
B (0.107, 0.189, -0.624)
N (0.786, 1.489, -0.360)
C (0.978, 2.213, -1.552)
C (0.552, 1.471, -2.588)
C (1.162, 2.102, 0.871)
C (0.202, 2.877, 1.545)
C (0.567, 3.570, 2.696)
C (1.850, 3.484, 3.201)
C (2.783, 2.701, 2.543)
C (2.474, 2.007, 1.373)
C (3.634, 1.240, 0.741)
C (3.376, -0.239, 0.472)
C (4.178, 1.934, -0.513)
C (-1.221, 2.995, 1.026)
C (-1.386, 4.264, 0.182)
C (-2.251, 2.984, 2.160)
H (-4.695, -0.623, -2.087)
H (-3.533, -1.913, -1.707)
H (-4.246, -1.793, -3.333)
H (-2.374, 0.211, -1.987)
H (-3.576, 0.255, -4.803)
H (-2.324, 1.371, -4.232)
H (-3.934, 1.391, -3.486)
H (-2.749, -2.346, -4.657)
H (-0.859, -3.603, -5.616)
H (1.451, -3.051, -4.937)
H (2.256, -0.411, -2.423)
H (3.217, -1.425, -5.134)
H (4.131, -0.398, -4.010)
H (2.662, 0.220, -4.787)
H (3.066, -3.231, -3.259)
H (2.318, -2.791, -1.712)
H (3.927, -2.165, -2.132)
H (1.394, 3.210, -1.560)
H (0.574, 1.708, -3.643)
H (-0.173, 4.172, 3.211)
H (2.120, 4.014, 4.108)
H (3.788, 2.616, 2.945)
H (4.429, 1.285, 1.490)
H (2.779, -0.388, -0.425)
H (2.827, -0.712, 1.282)
H (4.334, -0.757, 0.342)
H (3.413, 1.994, -1.287)
H (5.018, 1.359, -0.918)
H (4.530, 2.947, -0.290)
H (-1.414, 2.134, 0.386)
H (-1.159, 5.154, 0.780)
H (-2.417, 4.346, -0.178)
H (-0.724, 4.252, -0.685)
H (-2.240, 3.927, 2.720)
H (-2.060, 2.165, 2.856)
H (-3.256, 2.846, 1.756)
Br (-1.490, -3.170, -0.600)

Mulliken atomic charge list, values in e, 6 entries:
1. Co -0.385
2. O -0.360
3. C 0.135
4. C -0.588
5. C -0.543
6. C -0.863